{"formula": "C19H24IrN9O4S2", "method": "ωB97M-V/def2-TZVPD", "elements": ["Ir", "C", "C", "N", "N", "C", "S", "N", "N", "H", "H", "H", "H", "H", "H", "C", "C", "N", "C", "C", "N", "H", "H", "H", "H", "H", "H", "O", "S", "O", "N", "C", "O", "C", "C", "C", "C", "C", "C", "H", "H", "H", "H", "N", "C", "N", "C", "C", "O", "C", "C", "H", "H", "H", "H", "H", "H", "H", "H"], "coordinates": [[0.8657, -0.8826, 0.1277], [6.4615, -1.5789, 1.0806], [5.2832, -1.3242, 1.9228], [5.2811, -1.2591, 3.2107], [4.0346, -0.9531, 3.5982], [3.2149, -0.8157, 2.5467], [1.6086, -0.3375, 2.5506], [3.9988, -1.0657, 1.4513], [3.4953, -1.0986, 0.1548], [7.3209, -1.7192, 1.7313], [6.6505, -0.7288, 0.4260], [6.3333, -2.4690, 0.4669], [3.8116, -0.8565, 4.5806], [3.9176, -0.3754, -0.4288], [3.6684, -2.0075, -0.2779], [-0.0780, -3.1904, -2.4321], [0.6867, -2.0031, -2.8667], [1.2588, -1.0942, -2.0863], [1.8808, -0.1937, -2.9120], [1.6818, -0.5667, -4.2036], [0.9312, -1.7049, -4.1537], [0.1094, -3.4049, -1.3814], [0.2035, -4.0576, -3.0261], [-1.1499, -3.0392, -2.5637], [2.4229, 0.6462, -2.5273], [2.0065, -0.1260, -5.1227], [0.6005, -2.2277, -4.9506], [-4.3974, -4.8588, 1.0363], [-3.8915, -3.8629, 0.1652], [-4.2285, -3.8656, -1.2200], [-2.2294, -3.7259, 0.2684], [-1.8233, -2.5602, 0.6480], [-0.6108, -2.2269, 0.7369], [-2.9214, -1.6158, 1.0089], [-2.8095, -0.3201, 1.4843], [-3.9741, 0.3454, 1.8412], [-5.2136, -0.2662, 1.7208], [-5.3276, -1.5516, 1.1896], [-4.1703, -2.1977, 0.8441], [-1.8348, 0.1456, 1.5827], [-3.9246, 1.3548, 2.2194], [-6.0996, 0.2512, 2.0499], [-6.2908, -2.0213, 1.0571], [0.6044, 1.2323, -0.2038], [0.2188, 2.3284, -0.1825], [-0.1350, 3.5581, -0.2082], [-0.2873, 4.3658, 0.9905], [-1.7856, 4.6707, 1.1806], [-2.3137, 5.2811, 0.0366], [-2.2061, 4.4722, -1.1015], [-0.7294, 4.1437, -1.4009], [0.2496, 5.3081, 0.8449], [0.1185, 3.8449, 1.8578], [-1.9216, 5.3744, 2.0017], [-2.3220, 3.7361, 1.4048], [-2.6355, 5.0424, -1.9273], [-2.7647, 3.5328, -0.9642], [-0.1927, 5.0675, -1.6372], [-0.6508, 3.4503, -2.2392]], "atomic_forces_ev_per_a": [[0.51, 0.62, 0.69], [0.11, -0.07, -0.16], [0.01, 0.00, 0.20], [1.13, -0.13, 0.06], [-1.01, 0.13, -1.12], [0.55, -0.26, -0.33], [-1.95, -0.19, -1.03], [-0.21, 0.06, 1.00], [-0.59, 0.38, -0.46], [0.00, -0.01, -0.03], [0.06, 0.04, -0.05], [0.01, -0.08, -0.04], [-0.04, 0.00, -0.09], [0.10, -0.08, 0.23], [-0.06, 0.11, 0.17], [-0.15, -0.07, 0.05], [-0.28, -0.61, -0.16], [-1.31, -0.60, 1.39], [0.23, 0.58, -0.39], [0.30, 0.42, 0.35], [-0.06, -0.06, 0.40], [-0.08, -0.07, -0.07], [0.02, -0.07, 0.02], [-0.07, 0.00, 0.07], [0.05, 0.22, 0.00], [0.11, 0.08, -0.17], [0.00, -0.08, 0.05], [0.17, -0.24, 0.25], [-0.21, 1.46, 0.44], [0.14, -0.04, -0.25], [1.22, -0.11, -0.18], [-4.33, -1.09, -0.77], [4.77, 2.31, -0.38], [0.03, 0.46, 0.13], [0.06, -0.23, -0.11], [-0.03, 0.14, 0.00], [0.05, -0.23, -0.12], [-0.20, 0.15, 0.06], [0.65, -0.72, -0.25], [-0.03, 0.04, 0.10], [0.02, 0.08, 0.11], [-0.12, 0.11, -0.04], [-0.07, -0.03, 0.06], [0.51, -1.97, 0.45], [0.23, -0.72, 0.01], [0.25, -0.18, -0.16], [-0.53, 0.60, 0.89], [0.40, -0.13, 0.21], [-0.02, 0.23, 0.02], [0.31, -0.20, -0.34], [-0.87, 0.48, -0.72], [0.05, -0.17, -0.03], [0.03, 0.00, -0.08], [0.03, -0.11, 0.01], [0.00, 0.05, 0.01], [0.04, -0.18, 0.03], [0.00, 0.09, -0.04], [0.04, -0.15, 0.05], [0.04, 0.05, 0.06]], "mulliken_charge": [2.284, -1.221, 0.820, -0.647, 0.250, 0.279, -0.339, 0.142, -0.718, 0.347, 0.323, 0.341, 0.174, 0.317, 0.359, -1.255, 0.459, -0.169, -0.369, -0.732, 0.008, 0.228, 0.437, 0.336, 0.478, 0.430, 0.217, -0.608, 1.198, -0.593, -0.516, 0.498, -0.686, 0.611, -0.129, -0.755, -0.568, -0.592, -0.170, 0.349, 0.411, 0.431, 0.473, -1.096, 0.725, -0.041, -0.614, -0.313, -0.358, -0.472, -0.617, 0.275, 0.445, 0.372, 0.170, 0.364, 0.305, 0.285, 0.438], "energy_ev": -66183.963, "total_charge": 2, "orbital_gap_ev": [5.0, 5.3], "molar_mass_g_mol": 698.8, "e_homo_ev": [-13.941, -14.018]}



{"formula": "C19H24LuN2O2S3", "method": "ωB97M-V/def2-TZVPD", "elements": ["Lu", "C", "C", "S", "C", "C", "S", "C", "C", "S", "H", "H", "H", "H", "H", "H", "H", "H", "H", "H", "H", "H", "C", "N", "C", "C", "C", "C", "C", "N", "C", "C", "C", "C", "C", "C", "H", "H", "H", "H", "H", "H", "H", "H", "H", "H", "H", "O", "C", "O", "H"], "coordinates": [[-0.0575, 0.0145, -1.0893], [3.7123, 1.3228, -1.3925], [3.7835, 0.1597, -0.4100], [2.3926, 0.0026, 0.7198], [2.4473, 1.5606, 1.6229], [1.0900, 2.2447, 1.7460], [0.2119, 2.5723, 0.2104], [1.3872, 3.5496, -0.7573], [1.6344, 3.0561, -2.1798], [2.2063, 1.3591, -2.3682], [4.5558, 1.2555, -2.0790], [3.8154, 2.2764, -0.8770], [4.7088, 0.2162, 0.1649], [3.8175, -0.7925, -0.9424], [3.1717, 2.2206, 1.1489], [2.8281, 1.3660, 2.6255], [1.1964, 3.1829, 2.2914], [0.3950, 1.6346, 2.3289], [2.3178, 3.6087, -0.1950], [0.9972, 4.5657, -0.8047], [2.3531, 3.7200, -2.6621], [0.7233, 3.0983, -2.7742], [-0.3833, -1.8217, 1.8679], [-0.3030, -1.7087, 0.4070], [-0.7377, -2.7095, -0.2955], [-0.6700, -2.7335, -1.7169], [-1.2011, -3.6608, -2.5972], [-0.8643, -3.2235, -3.8876], [-0.1750, -2.0306, -3.7290], [-0.0243, -1.7163, -2.4193], [-1.6943, -1.3483, 2.4495], [-2.3752, -2.1331, 3.3709], [-3.5612, -1.6862, 3.9455], [-4.0784, -0.4472, 3.6021], [-3.4069, 0.3455, 2.6775], [-2.2273, -0.1066, 2.1105], [0.4357, -1.2361, 2.2910], [-0.1846, -2.8513, 2.1718], [-1.1770, -3.5776, 0.1993], [-1.7483, -4.5523, -2.3258], [-1.0927, -3.7081, -4.8236], [0.2305, -1.3865, -4.4950], [-1.9791, -3.1054, 3.6437], [-4.0834, -2.3123, 4.6579], [-5.0021, -0.0990, 4.0461], [-3.8071, 1.3109, 2.3941], [-1.7430, 0.5242, 1.3730], [-2.1602, 0.3938, -1.2046], [-1.9944, 0.9662, -2.3347], [-0.8296, 1.2970, -2.7138], [-2.8508, 1.1225, -2.9919]], "atomic_forces_ev_per_a": [[1.88, 0.01, 0.78], [0.36, 0.05, 0.19], [0.18, 0.00, -0.20], [-0.24, -0.29, -0.07], [0.03, 0.31, 0.19], [0.14, -0.03, 0.25], [-0.37, -0.09, -0.16], [0.19, 0.16, -0.09], [-0.03, 0.29, 0.05], [-0.44, -0.29, -0.23], [0.02, -0.04, 0.00], [-0.02, 0.00, 0.01], [-0.02, 0.05, 0.03], [-0.08, -0.01, -0.01], [0.00, -0.02, -0.05], [-0.03, -0.03, 0.02], [0.06, 0.01, -0.01], [0.00, -0.03, -0.05], [0.00, -0.03, 0.02], [-0.02, 0.01, -0.05], [0.03, 0.00, 0.03], [-0.04, -0.06, 0.02], [0.07, 0.01, -0.05], [-0.27, -0.14, 0.10], [-0.06, -0.16, -0.13], [0.08, 0.13, 0.31], [0.08, -0.27, -0.32], [-0.18, -0.04, 0.11], [0.18, 0.02, 0.12], [-0.15, -0.26, -0.15], [-0.05, 0.06, 0.03], [-0.06, -0.02, 0.02], [0.04, -0.01, -0.03], [0.04, 0.03, -0.03], [-0.04, -0.06, 0.05], [-0.01, -0.01, 0.01], [0.04, 0.07, -0.01], [-0.10, -0.06, -0.01], [0.03, -0.02, -0.01], [0.04, 0.05, -0.03], [-0.02, 0.03, 0.05], [0.01, -0.01, 0.00], [-0.01, 0.03, 0.00], [0.03, 0.01, -0.01], [0.02, -0.02, -0.01], [0.01, -0.03, 0.00], [0.08, 0.02, -0.04], [-0.58, 0.47, -0.70], [0.05, -0.13, 0.27], [-0.76, 0.21, -0.24], [-0.11, 0.11, 0.00]], "mulliken_charge": [1.134, -0.715, -0.903, 0.053, -0.863, -0.757, 0.007, -0.769, -0.787, -0.008, 0.522, 0.358, 0.494, 0.443, 0.470, 0.577, 0.536, 0.319, 0.427, 0.511, 0.565, 0.432, -1.500, 0.131, 0.108, 0.052, -0.858, -0.731, -0.409, -0.345, 1.077, -0.767, -0.634, -0.479, -1.167, 0.349, 0.283, 0.478, 0.429, 0.462, 0.442, 0.457, 0.399, 0.391, 0.403, 0.439, 0.453, -0.525, 0.121, -0.523, 0.416], "energy_ev": -93292.998, "de_lowest_kj_mol": 5.4, "total_charge": 1, "orbital_gap_ev": 8.1, "molar_mass_g_mol": 583.6, "e_homo_ev": -10.722}



{"formula": "C19H24N", "method": "ωB97M-V/def2-TZVPD", "elements": ["C", "C", "C", "C", "C", "C", "C", "C", "C", "N", "C", "C", "C", "C", "C", "C", "C", "C", "C", "C", "H", "H", "H", "H", "H", "H", "H", "H", "H", "H", "H", "H", "H", "H", "H", "H", "H", "H", "H", "H", "H", "H", "H", "H"], "coordinates": [[-0.5276, -0.6013, 1.4676], [-0.2778, -0.7689, -0.0341], [1.0834, -1.4273, -0.2536], [-1.4157, -1.6271, -0.6425], [-1.1881, -2.4849, -1.7228], [-2.2227, -3.2923, -2.2175], [-3.4840, -3.2610, -1.6075], [-3.7107, -2.4143, -0.5133], [-2.6822, -1.5856, -0.0488], [-0.3189, 0.5117, -0.6922], [-0.1785, 0.4887, -2.2233], [0.8810, 1.5130, -2.6070], [1.4209, 2.1463, -1.3311], [0.4952, 1.7730, -0.1835], [1.1709, 1.7547, 1.1768], [0.5942, 2.4986, 2.2169], [1.1230, 2.4280, 3.5106], [2.2671, 1.6586, 3.7548], [2.9205, 1.0265, 2.6944], [2.4051, 1.1151, 1.3959], [-1.3063, 0.1358, 1.6849], [-0.8077, -1.5707, 1.8888], [0.3973, -0.2821, 1.9512], [1.5286, -1.1981, -1.2257], [1.7778, -1.1069, 0.5252], [0.9648, -2.5142, -0.1576], [-0.2019, -2.5346, -2.1972], [-2.0240, -3.9466, -3.0683], [-4.3028, -3.8587, -2.0075], [-4.6759, -2.3923, -0.0044], [-2.8747, -0.9406, 0.8163], [-1.2840, 0.8330, -0.5471], [-1.1761, 0.7203, -2.6308], [0.0994, -0.5095, -2.5672], [0.4438, 2.2731, -3.2672], [1.6832, 1.0138, -3.1712], [1.4368, 3.2415, -1.4017], [2.4444, 1.8086, -1.1354], [-0.3066, 2.5312, -0.1449], [-0.2790, 3.1260, 2.0087], [0.6390, 2.9850, 4.3174], [2.6626, 1.5760, 4.7715], [3.8452, 0.4695, 2.8661], [2.9610, 0.6891, 0.5561]], "atomic_forces_ev_per_a": [[0.41, -0.10, 0.24], [0.06, -2.43, 0.67], [0.21, -0.37, 0.35], [0.03, 0.00, 0.15], [-0.37, -0.20, -0.15], [0.05, 0.28, 0.33], [0.13, 0.35, 0.03], [0.34, 0.07, -0.23], [-0.27, -0.27, -0.12], [-0.73, 2.66, -0.92], [-0.27, -0.03, -0.02], [0.04, 0.20, -0.69], [0.39, 0.08, 0.02], [-0.03, 0.57, -0.05], [0.28, 0.32, -0.01], [0.07, -0.43, 0.09], [0.10, 0.05, -0.23], [-0.25, 0.07, 0.00], [-0.01, 0.09, -0.35], [-0.26, 0.14, 0.26], [0.07, -0.14, 0.06], [-0.05, 0.20, -0.09], [-0.38, -0.08, 0.10], [-0.06, -0.15, 0.08], [-0.06, -0.08, -0.22], [0.15, 0.31, -0.10], [-0.41, -0.10, 0.23], [-0.15, 0.19, 0.28], [0.28, 0.03, 0.18], [0.25, -0.04, -0.28], [0.04, -0.34, -0.43], [0.29, -0.24, 0.01], [0.47, -0.14, 0.15], [-0.23, 0.26, 0.36], [0.14, -0.24, 0.15], [-0.27, 0.27, 0.17], [0.18, -0.32, 0.03], [-0.25, 0.11, 0.00], [0.31, -0.32, 0.08], [0.20, -0.34, 0.16], [0.24, -0.23, -0.27], [-0.14, 0.05, -0.41], [-0.30, 0.26, -0.03], [-0.23, -0.01, 0.40]], "mulliken_charge": [-2.046, 1.925, -1.703, 0.078, -0.327, -0.950, -0.496, -0.846, -0.488, 0.010, -0.178, -0.718, -0.722, -0.384, 0.215, -0.087, -0.672, -0.457, -0.738, -0.066, 0.557, 0.468, 0.463, 0.368, 0.382, 0.505, 0.351, 0.401, 0.401, 0.418, 0.269, 0.686, 0.369, 0.108, 0.250, 0.366, 0.424, 0.278, 0.620, 0.393, 0.403, 0.406, 0.399, 0.365], "energy_ev": -21576.325, "de_lowest_kj_mol": 48.4, "total_charge": 1, "orbital_gap_ev": 9.9, "smiles": "CC(C)(c1ccccc1)[N@@H+]1CCC[C@@H]1c1ccccc1", "molar_mass_g_mol": 266.4, "e_homo_ev": -12.489}



{"formula": "C19H24N2O3S", "method": "ωB97M-V/def2-TZVPD", "elements": ["C", "C", "C", "C", "C", "S", "O", "O", "N", "C", "C", "N", "C", "C", "C", "C", "C", "C", "C", "C", "O", "C", "C", "C", "C", "H", "H", "H", "H", "H", "H", "H", "H", "H", "H", "H", "H", "H", "H", "H", "H", "H", "H", "H", "H", "H", "H", "H", "H"], "coordinates": [[0.8903, 2.2373, -7.3615], [1.0583, 1.7082, -5.9709], [1.3625, 2.5761, -4.9242], [1.5382, 2.0978, -3.6394], [1.4097, 0.7431, -3.3993], [1.6307, 0.1543, -1.7284], [1.4908, -1.2791, -1.7213], [2.8328, 0.7080, -1.1787], [0.3412, 0.9398, -0.9815], [0.5226, 1.1997, 0.4316], [0.2825, -0.0605, 1.2575], [-1.0611, -0.5547, 1.0075], [-1.4000, -1.6888, 1.8569], [-1.4263, -1.2965, 3.3123], [-2.5176, -0.5745, 3.7832], [-2.6000, -0.1872, 5.1045], [-1.5827, -0.5257, 5.9820], [-0.4784, -1.2353, 5.5480], [0.6408, -1.6072, 6.4698], [-0.3973, -1.6127, 4.2004], [0.7254, -2.2911, 3.8303], [-1.2189, -0.8864, -0.3990], [-0.9485, 0.3480, -1.2601], [1.1108, -0.1366, -4.4200], [0.9353, 0.3493, -5.7049], [0.3174, 3.1619, -7.3555], [1.8666, 2.4538, -7.7950], [0.3884, 1.5132, -7.9976], [1.4622, 3.6329, -5.1240], [1.7792, 2.7509, -2.8164], [1.5445, 1.5547, 0.5637], [-0.1852, 1.9804, 0.7244], [0.3765, 0.1780, 2.3191], [1.0507, -0.8067, 0.9795], [-0.7200, -2.5446, 1.6722], [-2.4043, -2.0146, 1.5699], [-3.3038, -0.3188, 3.0892], [-3.4540, 0.3724, 5.4547], [-1.6445, -0.2314, 7.0195], [0.7539, -2.6897, 6.5014], [1.5796, -1.1958, 6.1022], [0.4556, -1.2372, 7.4744], [0.7228, -2.4434, 2.8776], [-2.2462, -1.2221, -0.5641], [-0.5282, -1.6890, -0.7058], [-0.9707, 0.0813, -2.3185], [-1.7093, 1.1099, -1.0641], [1.0255, -1.1879, -4.1931], [0.7019, -0.3337, -6.5085]], "atomic_forces_ev_per_a": [[0.05, 0.01, 0.00], [-0.04, -0.11, 0.04], [0.03, -0.10, 0.13], [0.06, 0.17, -0.06], [-0.01, -0.31, 0.46], [-0.23, 0.34, -0.27], [-0.16, 0.12, -0.23], [-0.02, 0.26, 0.06], [0.89, -0.25, -0.54], [0.43, -0.11, 0.55], [-0.02, 0.32, 0.06], [-0.04, -0.03, 0.00], [0.00, 0.18, 0.02], [0.14, -0.20, 0.00], [0.08, -0.03, 0.12], [-0.17, 0.09, -0.04], [0.07, -0.05, -0.14], [0.17, -0.09, -0.08], [0.00, -0.02, -0.09], [-0.48, 0.22, 0.08], [0.14, -0.06, -0.09], [-0.07, 0.02, -0.18], [-0.45, -0.46, -0.18], [0.03, -0.18, 0.12], [0.04, 0.12, 0.02], [-0.05, 0.06, -0.06], [0.03, 0.03, -0.09], [-0.04, -0.01, -0.08], [0.01, 0.12, 0.00], [0.01, 0.19, 0.05], [-0.12, 0.09, 0.18], [0.05, -0.04, -0.05], [0.07, -0.04, -0.04], [-0.03, -0.02, 0.12], [-0.11, 0.02, -0.04], [0.12, -0.09, 0.00], [-0.11, 0.03, -0.10], [-0.08, 0.05, 0.03], [0.02, 0.02, 0.11], [0.09, -0.07, 0.07], [0.11, -0.01, 0.06], [0.01, 0.01, 0.07], [-0.01, 0.01, 0.11], [0.03, 0.00, -0.02], [-0.17, 0.03, 0.06], [-0.22, 0.02, 0.00], [0.05, -0.04, -0.07], [-0.03, -0.13, -0.03], [-0.03, -0.06, -0.07]], "mulliken_charge": [-1.426, 0.994, -0.793, -0.442, -0.297, 1.495, -0.676, -0.772, 0.130, -1.478, 0.088, 0.130, -1.717, 0.664, -0.555, -0.792, -0.553, 0.729, -1.416, 0.588, -0.712, -0.671, -0.994, -0.176, -0.755, 0.364, 0.300, 0.360, 0.381, 0.438, 0.487, 0.408, 0.444, 0.227, 0.424, 0.615, 0.470, 0.379, 0.336, 0.320, 0.304, 0.376, 0.288, 0.483, 0.334, 0.387, 0.432, 0.502, 0.347], "energy_ev": -40050.303, "de_lowest_kj_mol": 111.9, "orbital_gap_ev": 9.1, "smiles": "Cc1ccc(S(=O)(=O)N2CCN(Cc3cccc(C)c3O)CC2)cc1", "molar_mass_g_mol": 360.5, "e_homo_ev": -8.402}